10
Properties=species:S:1:pos:R:3 method="wB97M-V/def2-TZVPD" homo_lumo_gap_ev=11.011 e_homo_ev=-10.6 relative_energy_ev=0.0000 largest_force_ha_per_bohr=0.0693
O 1.966 0.907 -3.592
O -0.805 2.164 -0.510
O 1.572 2.313 -1.394
O -0.109 2.523 -2.925
O 0.161 0.309 -1.876
O -0.293 0.047 0.563
P 0.147 3.215 -1.455
P -1.094 0.624 -0.720
P 1.078 1.369 -2.597
H 0.611 -0.374 0.207